(1)
Molecular formula: C4H8BrN2
Method: DFT, ωB97M-V/def2-TZVPD

Summary:
HOMO-LUMO gap in eV: 10.82
Total charge: +1

Structure (XYZ):
```
15
Properties=species:S:1:pos:R:3:lowdin_charge:R:1
C -0.010 1.108 -0.027 -0.249
C 0.454 -1.308 0.549 -0.307
C -0.226 -1.203 -0.749 -0.115
C 1.295 -0.181 0.842 -0.513
N -0.584 0.324 -0.907 0.092
N -0.077 2.375 0.250 0.173
Br 2.903 0.216 -0.146 0.768
H -0.294 -1.458 1.322 0.144
H 1.072 -2.175 0.567 0.129
H 0.434 -1.650 -1.676 0.185
H -1.172 -1.721 -0.718 0.116
H 1.403 0.037 1.868 0.068
H -1.142 0.580 -1.737 0.177
H 0.497 2.735 1.110 0.196
H -0.525 3.035 -0.376 0.136
```

=====

(2)
Molecular formula: C32H54Cl12O15
Method: DFT, ωB97M-V/def2-TZVPD

Summary:
HOMO-LUMO gap in eV: 10.73
Structure (SMILES): C[C@H]1COC(=O)O1.C[C@H]1COC(=O)O1.C[C@H]1COC(=O)O1.C[C@H]1COC(=O)O1.C[C@H]1COC(=O)O1.ClCCCl.ClCCCl.ClCCCl.ClCCCl.ClCCCl.ClCCCl

Structure (XYZ):
```
113
Properties=species:S:1:pos:R:3:lowdin_charge:R:1
C -19.206 0.268 5.403 -0.008
C -20.207 0.323 6.524 -0.244
C -21.045 -0.897 6.801 -0.092
O -20.820 -1.277 8.160 0.040
C -19.819 -0.465 8.650 -0.590
O -19.314 -0.627 9.735 0.129
O -19.391 0.391 7.795 0.082
H -18.539 -0.547 5.412 0.085
H -18.619 1.151 5.430 0.049
H -19.795 0.334 4.513 0.093
H -20.841 1.206 6.573 0.136
H -20.729 -1.748 6.192 0.140
H -22.069 -0.584 6.660 0.133
C -22.839 -0.794 10.676 0.003
C -23.890 0.154 10.108 -0.301
C -25.230 -0.399 9.770 -0.088
O -26.044 0.747 9.973 0.060
C -25.454 1.576 10.842 -0.571
O -25.957 2.532 11.334 0.158
O -24.234 1.103 11.158 0.071
H -23.283 -1.507 11.399 0.094
H -22.052 -0.266 11.224 0.074
H -22.442 -1.467 9.854 0.101
H -23.422 0.767 9.313 0.148
H -25.508 -1.198 10.487 0.147
H -25.399 -0.805 8.764 0.147
C -16.640 -0.465 11.407 0.001
C -17.331 -0.768 12.771 -0.295
C -16.865 0.087 13.882 -0.109
O -18.051 0.422 14.646 0.052
C -19.113 0.221 13.822 -0.557
O -20.268 0.458 14.166 0.118
O -18.707 -0.356 12.696 0.067
H -16.895 -1.338 10.799 0.083
H -15.562 -0.450 11.653 0.094
H -16.960 0.493 11.049 0.078
H -17.384 -1.836 13.010 0.162
H -16.380 0.941 13.513 0.090
H -16.077 -0.386 14.512 0.154
C -22.327 8.857 16.167 -0.021
C -21.133 9.150 15.309 -0.389
C -21.325 8.907 13.848 -0.065
O -20.245 9.784 13.337 0.005
C -20.065 10.770 14.291 -0.604
O -19.570 11.798 14.020 0.182
O -20.616 10.451 15.444 0.119
H -22.780 7.854 16.074 0.094
H -23.104 9.681 15.993 0.116
H -22.053 8.957 17.230 0.086
H -20.309 8.479 15.616 0.114
H -22.196 9.279 13.382 0.126
H -21.118 7.905 13.570 0.098
C -19.971 2.866 12.228 -0.023
C -21.369 2.391 11.952 -0.269
C -22.472 3.471 12.116 -0.068
O -22.684 3.966 10.790 0.038
C -22.278 3.050 9.931 -0.622
O -22.406 3.101 8.756 0.135
O -21.475 2.157 10.535 0.057
H -19.539 3.436 11.378 0.102
H -19.366 1.927 12.231 0.076
H -19.893 3.400 13.173 0.012
H -21.653 1.480 12.423 0.118
H -22.242 4.321 12.735 0.117
H -23.396 2.997 12.477 0.125
Cl -17.586 8.203 15.464 0.614
C -17.577 8.206 13.689 -0.634
C -16.346 7.423 13.163 -0.648
Cl -14.734 8.152 13.520 0.524
H -17.700 9.203 13.199 0.098
H -18.480 7.614 13.420 0.025
H -16.465 7.382 12.107 0.046
H -16.410 6.423 13.535 -0.016
Cl -16.998 3.922 14.007 0.629
C -17.407 3.589 15.680 -0.638
C -18.306 4.668 16.279 -0.651
Cl -19.788 4.747 15.361 0.609
H -16.465 3.519 16.192 0.068
H -17.872 2.600 15.751 0.063
H -17.814 5.621 16.298 0.014
H -18.521 4.412 17.278 0.062
Cl -24.671 6.328 11.919 0.594
C -26.334 5.763 11.666 -0.666
C -26.575 5.382 10.289 -0.665
Cl -26.390 6.762 9.175 0.568
H -27.021 6.503 12.021 0.071
H -26.470 4.888 12.274 0.065
H -27.583 5.096 10.177 0.068
H -25.840 4.606 9.998 0.061
Cl -23.573 3.346 4.713 0.570
C -23.720 4.385 6.094 -0.693
C -25.121 4.433 6.573 -0.658
Cl -25.759 2.883 7.197 0.568
H -23.335 5.312 5.660 0.079
H -23.044 4.007 6.793 0.007
H -25.808 4.839 5.786 0.094
H -25.251 5.151 7.365 0.001
Cl -19.648 7.037 10.988 0.533
C -20.794 6.746 9.583 -0.557
C -21.835 7.898 9.544 -0.689
Cl -21.222 9.404 8.885 0.573
H -21.369 5.817 9.653 0.063
H -20.129 6.770 8.734 0.026
H -22.216 8.039 10.584 0.056
H -22.706 7.679 8.943 0.053
Cl -19.184 3.808 6.716 0.556
C -17.881 3.192 7.804 -0.633
C -16.799 4.189 8.013 -0.648
Cl -17.361 5.687 8.817 0.558
H -17.612 2.276 7.238 0.063
H -18.359 2.851 8.741 0.077
H -16.274 4.513 7.136 0.062
H -16.061 3.630 8.602 0.085
```

=====

(3)
Molecular formula: C3H5NO
Method: DFT, ωB97M-V/def2-TZVPD

Summary:
HOMO-LUMO gap in eV: 11.73
Structure (SMILES): COCC#N

Structure (XYZ):
```
10
Properties=species:S:1:pos:R:3:lowdin_charge:R:1
C -0.477 0.213 1.243 -0.118
O 0.800 -0.041 0.711 -0.179
C 0.733 -0.515 -0.587 -0.225
C -0.005 0.404 -1.552 -0.185
N -0.548 1.157 -2.214 0.147
H -1.208 -0.683 1.034 0.123
H -0.337 0.439 2.361 0.116
H -0.912 1.073 0.693 0.080
H 0.215 -1.462 -0.762 0.124
H 1.739 -0.585 -0.924 0.117
```

=====

The records above yield relative energy (zero: lowest compared OMol25 entry of this formula, charge and spin) values of 211.72; 173.40; 134.76 kJ/mol, respectively.
The records above yield calculated total energy values of -77292.295; -215043.577; -6728.176 eV, respectively.